{
  "formula": "C6H11O",
  "method": "wB97M-V/def2-TZVPD",
  "e_above_lowest_ev": 6.001,
  "e_tot_ha": -310.16885,
  "spin_multiplicity": 2,
  "homo_lumo_gap_ev": [7.96, 6.28],
  "s2": 0.754,
  "total_charge": 0,
  "elements": ["C", "O", "C", "C", "C", "C", "C", "H", "H", "H", "H", "H", "H", "H", "H", "H", "H", "H"],
  "xyz": [[2.912, -0.870, -0.764], [4.200, -0.448, -0.773], [1.951, 0.061, 0.002], [-2.018, 1.587, 0.118], [-2.314, 0.425, 0.717], [-2.316, -0.439, 1.758], [-3.045, 0.142, -0.641], [2.516, -0.791, -1.802], [2.807, -1.909, -0.459], [2.017, 1.075, -0.393], [0.914, -0.295, -0.062], [-1.210, 1.781, -0.577], [2.088, 0.099, 1.083], [-2.632, -1.458, 1.587], [-2.224, -0.069, 2.768], [-3.657, 0.894, -1.130], [-2.368, -0.219, -1.420], [-3.647, -0.750, -0.465]],
  "atomic_forces_ev_per_a": [[-0.970, 0.711, 0.299], [0.059, 0.000, -0.191], [-0.459, -0.136, 0.413], [-0.946, 1.126, 0.837], [0.986, -0.417, 0.824], [-0.533, 0.693, -0.678], [0.149, -1.429, -2.352], [0.556, -0.233, -0.029], [0.044, -0.310, 0.016], [-0.021, -0.017, 0.002], [0.149, 0.027, -0.446], [0.313, -0.494, 0.153], [0.604, -0.039, -0.051], [-0.437, 0.126, 0.158], [0.756, -0.149, -0.022], [-0.250, 0.042, 0.433], [0.251, 0.128, 0.093], [-0.251, 0.371, 0.540]],
  "nbo_charge": [-0.139, -0.268, -0.634, -0.119, -0.071, -0.558, -0.658, 0.230, 0.170, 0.212, 0.213, 0.196, 0.217, 0.204, 0.224, 0.275, 0.224, 0.283]
}


{
  "formula": "C6H8N4O",
  "method": "wB97M-V/def2-TZVPD",
  "e_above_lowest_ev": 1.115,
  "e_tot_ha": -526.89007,
  "homo_lumo_gap_ev": 7.71,
  "smiles": "C=[N+]=NC(=O)c1c[nH]c[n+]1C",
  "total_charge": 2,
  "elements": ["C", "C", "C", "C", "C", "C", "N", "N", "N", "N", "O", "H", "H", "H", "H", "H", "H", "H", "H"],
  "xyz": [[-0.542, 1.387, -0.504], [-2.530, 0.429, 0.148], [-0.361, 0.064, -0.239], [1.113, -0.939, -0.440], [4.008, 0.994, 0.325], [-1.848, -1.936, 0.353], [2.067, 0.013, -0.627], [3.063, 0.337, -0.096], [-1.897, 1.581, -0.315], [-1.563, -0.486, 0.137], [1.119, -2.096, -0.380], [0.213, 2.124, -0.725], [-3.553, 0.237, 0.458], [5.175, 0.973, 0.071], [3.699, 1.666, 1.257], [-2.192, -2.345, -0.712], [-0.907, -2.365, 0.583], [-2.673, -2.060, 1.004], [-2.391, 2.422, -0.298]],
  "atomic_forces_ev_per_a": [[-0.954, -0.896, 0.434], [3.154, 1.218, -1.297], [2.870, -2.113, -0.593], [-5.521, 1.571, 2.056], [2.706, 2.136, 2.780], [-0.282, 0.201, -4.087], [1.654, 2.051, -1.523], [-0.373, -0.827, -0.488], [-0.549, -2.151, 1.335], [-1.116, -0.801, 0.404], [0.715, -1.075, -0.460], [-0.501, 0.272, -0.281], [0.136, 0.425, -0.275], [-2.719, -0.508, 0.179], [0.675, -1.090, -1.972], [0.823, 0.703, 2.297], [0.264, -0.846, 0.718], [-0.388, -0.136, 1.021], [-0.593, 1.865, -0.247]],
  "nbo_charge": [-0.023, 0.281, 0.038, 0.686, -0.062, -0.406, -0.044, 0.150, -0.442, -0.283, -0.352, 0.273, 0.287, 0.367, 0.326, 0.253, 0.245, 0.252, 0.458]
}


{
  "formula": "C10H6MnN2O5",
  "method": "wB97M-V/def2-TZVPD",
  "e_above_lowest_ev": 1.192,
  "e_tot_ha": -2020.03804,
  "spin_multiplicity": 5,
  "homo_lumo_gap_ev": [9.25, 5.41],
  "s2": 6.075,
  "total_charge": 3,
  "elements": ["O", "C", "Mn", "O", "C", "C", "O", "C", "O", "C", "O", "N", "C", "C", "C", "N", "C", "C", "H", "H", "H", "H", "H", "H"],
  "xyz": [[5.732, 3.275, -1.339], [4.748, 2.711, -1.108], [1.172, 0.669, -0.274], [1.260, 2.669, 1.911], [1.322, 1.906, 1.042], [1.817, -0.113, -1.775], [2.128, -0.735, -2.701], [2.455, -0.300, 0.557], [3.158, -1.049, 1.094], [0.665, 2.082, -1.286], [0.179, 2.955, -1.873], [-3.615, -2.064, 0.845], [-2.445, -1.396, 0.571], [-1.541, -1.161, 1.652], [-0.385, -0.503, 1.354], [-0.352, -0.202, 0.082], [-1.047, -0.316, -1.020], [-2.211, -0.981, -0.776], [-3.827, -2.379, 1.791], [-4.292, -2.256, 0.105], [-1.720, -1.468, 2.649], [0.412, -0.257, 2.076], [-0.730, 0.074, -2.003], [-2.883, -1.161, -1.574]],
  "atomic_forces_ev_per_a": [[-3.960, -2.270, 0.930], [3.799, 2.179, -0.892], [3.314, 1.898, -0.775], [0.453, -3.186, -3.690], [-0.157, 5.674, 6.306], [2.504, -4.359, -6.874], [-1.195, 2.786, 3.883], [5.487, -5.342, 3.956], [-2.874, 3.369, -2.305], [-3.288, 6.566, -4.448], [2.269, -3.687, 2.427], [1.444, 0.840, -0.421], [-1.776, -1.016, 0.430], [-0.650, -0.379, 0.120], [-2.068, -1.184, 0.533], [2.069, 1.178, -0.485], [-2.087, -1.190, 0.444], [-0.656, -0.364, 0.173], [-0.173, -0.105, 0.069], [-0.141, -0.089, 0.076], [-0.558, -0.476, 0.847], [-0.581, -0.180, -0.475], [-0.249, -0.291, 0.667], [-0.927, -0.373, -0.495]],
  "nbo_charge": [-0.399, 0.421, 0.186, -0.232, 0.589, 0.589, -0.232, 0.589, -0.233, 0.590, -0.233, -0.353, 0.161, -0.080, 0.054, -0.451, 0.043, -0.071, 0.464, 0.465, 0.288, 0.278, 0.279, 0.286]
}